[1]
{"formula": "C5H13NO2", "method": "ωB97M-V/def2-TZVPD", "smiles": "CCCNC(C)=O.O", "gap_ev": 10.29, "energy_ev": -10981.54946, "symbols": ["C", "C", "C", "N", "C", "C", "O", "H", "H", "H", "H", "H", "H", "H", "H", "H", "H", "H", "O", "H", "H"], "positions_angstrom": [[-0.361, 2.133, 1.004], [1.027, 1.499, 1.144], [1.212, 0.147, 0.391], [-0.005, -0.332, -0.233], [-0.230, -1.591, -0.660], [0.751, -2.670, -0.300], [-1.233, -1.839, -1.327], [-1.112, 1.526, 1.497], [-0.352, 3.052, 1.587], [-0.585, 2.365, -0.032], [1.776, 2.189, 0.778], [1.235, 1.280, 2.194], [2.000, 0.272, -0.350], [1.573, -0.606, 1.092], [-0.692, 0.331, -0.565], [1.043, -2.600, 0.740], [1.646, -2.604, -0.931], [0.288, -3.634, -0.500], [-2.603, 0.564, -1.513], [-2.876, 0.918, -2.365], [-2.501, -0.399, -1.653]]}

=====

[2]
{"formula": "C46H57InN4O4P4S3", "method": "ωB97M-V/def2-TZVPD", "gap_ev": 6.34, "energy_ev": -137615.20990, "symbols": ["In", "S", "P", "C", "P", "S", "C", "C", "C", "C", "C", "C", "C", "C", "C", "C", "C", "C", "C", "C", "C", "C", "C", "C", "C", "C", "C", "C", "C", "C", "H", "H", "H", "H", "H", "H", "H", "H", "H", "H", "H", "H", "H", "H", "H", "H", "H", "H", "H", "H", "C", "P", "C", "N", "C", "C", "C", "C", "C", "C", "N", "C", "P", "C", "C", "C", "C", "C", "C", "C", "C", "C", "H", "H", "H", "H", "H", "H", "H", "H", "H", "H", "H", "H", "H", "H", "H", "H", "H", "H", "H", "H", "H", "H", "H", "H", "H", "H", "H", "H", "C", "S", "O", "O", "O", "H", "H", "H", "C", "N", "C", "N", "O", "H", "H", "H", "H", "H", "H"], "positions_angstrom": [[0.015, -1.063, -0.027], [-1.895, 1.622, 2.985], [-2.652, -0.001, 2.119], [-2.008, -0.565, 0.573], [-2.411, 0.113, -0.924], [-0.670, 0.413, -2.019], [-3.308, -0.995, -1.978], [-3.641, -0.639, -3.265], [-4.339, -1.538, -4.021], [-4.672, -2.812, -3.533], [-4.339, -3.128, -2.196], [-3.660, -2.201, -1.409], [-3.204, 1.717, -0.974], [-4.508, 2.007, -1.460], [-5.015, 3.284, -1.419], [-4.238, 4.301, -0.953], [-2.965, 4.065, -0.490], [-2.435, 2.779, -0.475], [-4.444, 0.119, 1.894], [-5.107, 1.302, 2.036], [-6.478, 1.351, 1.743], [-7.137, 0.254, 1.232], [-6.462, -0.946, 1.197], [-5.145, -1.034, 1.517], [-2.574, -1.431, 3.285], [-2.618, -2.753, 2.778], [-2.782, -3.801, 3.628], [-2.781, -3.628, 5.018], [-2.692, -2.340, 5.549], [-2.596, -1.258, 4.656], [-3.419, 0.363, -3.635], [-4.714, -1.245, -5.023], [-5.118, -3.538, -4.152], [-4.640, -4.103, -1.779], [-3.287, -2.412, -0.417], [-5.089, 1.153, -1.762], [-6.001, 3.533, -1.760], [-4.693, 5.289, -0.886], [-2.439, 4.904, -0.055], [-1.420, 2.605, -0.227], [-4.515, 2.190, 2.287], [-6.931, 2.316, 1.761], [-8.153, 0.388, 1.014], [-7.008, -1.816, 0.920], [-4.673, -2.008, 1.407], [-2.530, -2.954, 1.733], [-2.854, -4.789, 3.241], [-2.824, -4.480, 5.683], [-2.631, -2.169, 6.589], [-2.543, -0.251, 5.030], [3.760, -2.595, -1.372], [2.637, -1.156, -1.558], [3.703, 0.137, -0.845], [4.772, 0.543, -1.490], [5.540, 1.477, -0.899], [6.744, 1.927, -1.517], [7.481, 2.855, -0.882], [7.060, 3.387, 0.346], [5.942, 2.968, 0.984], [5.190, 1.916, 0.373], [4.143, 1.461, 1.095], [3.378, 0.587, 0.470], [1.841, 0.084, 1.429], [1.287, 1.793, 1.828], [2.352, -0.783, 3.010], [1.068, -0.827, 3.796], [3.384, -0.041, 3.820], [2.757, -2.237, 2.668], [2.855, -0.894, -3.416], [1.726, -1.738, -4.073], [2.683, 0.605, -3.843], [4.178, -1.363, -3.962], [4.766, -2.335, -1.441], [3.570, -3.189, -2.258], [3.582, -3.219, -0.466], [6.994, 1.450, -2.442], [8.416, 3.214, -1.321], [7.617, 4.277, 0.742], [5.636, 3.381, 1.943], [2.115, 2.349, 2.256], [0.410, 1.858, 2.481], [0.961, 2.235, 0.888], [0.723, 0.139, 4.198], [1.034, -1.546, 4.602], [0.188, -1.133, 3.205], [3.208, 1.064, 3.829], [4.373, -0.154, 3.365], [3.351, -0.441, 4.872], [1.997, -2.748, 2.113], [2.982, -2.855, 3.555], [3.604, -2.218, 2.002], [0.715, -1.582, -3.653], [1.960, -2.818, -3.892], [1.703, -1.580, -5.140], [1.793, 1.067, -3.325], [2.447, 0.694, -4.925], [3.577, 1.160, -3.565], [4.204, -2.477, -4.050], [4.968, -0.895, -3.375], [4.254, -0.942, -4.989], [0.793, -5.564, -0.917], [-0.248, -4.162, -0.670], [-0.482, -3.570, -1.961], [-1.451, -4.557, 0.019], [0.506, -3.174, 0.199], [0.266, -6.200, -1.577], [0.925, -6.099, 0.042], [1.760, -5.212, -1.348], [1.549, 5.473, 0.549], [1.049, 4.560, -0.479], [1.686, 4.406, -1.664], [0.920, 3.813, -2.638], [2.813, 4.793, -1.816], [2.342, 6.086, 0.117], [1.941, 4.927, 1.438], [0.705, 6.095, 0.801], [0.029, 4.480, -0.494], [0.173, 3.193, -2.275], [1.335, 3.680, -3.535]]}

=====

[3]
{"formula": "CH2FLiOV", "method": "ωB97M-V/def2-TZVPD", "gap_ev": [8.61, 7.97], "charge": 1, "multiplicity": 5, "energy_ev": -31716.52710, "s2": 6.02, "symbols": ["C", "O", "V", "Li", "F", "H", "H"], "positions_angstrom": [[1.102, -0.522, -0.336], [-0.644, 0.362, 0.918], [-0.845, -1.432, 0.283], [-0.822, 1.433, -0.654], [0.856, 0.685, -1.155], [1.643, -1.121, -1.084], [1.882, -0.347, 0.419]]}